## A
11
Properties=species:S:1:pos:R:3:mulliken_charge:R:1 method="wB97M-V/def2-TZVPD" lumo_ha="-0.14877 / -0.15050" e_homo_ev="-7.5384 / -7.5562"
C -0.478 -0.433 1.480 -0.401
C 0.737 -0.225 0.621 -0.516
C -0.563 -0.734 0.004 0.012
S -0.665 -2.305 -0.698 -0.050
S -3.858 0.550 -1.236 -0.129
Cl -4.151 0.424 0.760 -0.094
H -0.626 -1.223 2.206 0.236
H -1.060 0.418 1.722 0.214
H 1.018 0.773 0.379 0.225
H 1.585 -0.871 0.484 0.270
H -1.216 -0.086 -0.434 0.234



## B
11
Properties=species:S:1:pos:R:3:mulliken_charge:R:1 method="wB97M-V/def2-TZVPD" lumo_ha=0.00658 e_homo_ev=-9.0597
C -1.781 -0.320 1.175 -0.533
C -1.269 0.478 0.275 -0.183
C 0.843 0.412 -0.163 -0.007
S 1.188 1.396 -1.520 -0.184
S 0.957 -1.377 -0.578 -0.191
Cl 1.867 0.684 1.310 -0.124
H -2.828 -0.463 1.494 0.241
H -1.321 -0.969 1.833 0.305
H -1.609 1.204 -0.422 0.350
H 1.670 0.444 -2.547 0.179
H 2.284 -1.489 -0.855 0.146



The most stable of them is B.



## A
16
Properties=species:S:1:pos:R:3:mulliken_charge:R:1 method="wB97M-V/def2-TZVPD" smiles=NCCC[NH3+] lumo_ha=-0.13056 total_charge=+1 e_homo_ev=-13.2860
N 0.390 1.444 1.013 -0.543
C 0.339 1.350 -0.495 -0.620
C 0.314 -0.074 -1.168 -0.622
C -0.673 -1.146 -0.504 -0.575
N -0.211 -1.464 0.911 -0.243
H -0.667 1.475 1.114 0.284
H 0.912 2.187 1.525 0.235
H 1.010 2.059 -1.086 0.325
H -0.732 1.391 -0.756 0.338
H -0.133 0.298 -2.064 0.387
H 1.395 -0.399 -1.237 0.350
H -0.698 -1.985 -1.274 0.305
H -1.842 -0.865 -0.623 0.308
H -0.013 -2.386 0.932 0.339
H 0.561 -1.008 1.350 0.380
H -0.923 -1.402 1.647 0.354



## B
16
Properties=species:S:1:pos:R:3:mulliken_charge:R:1 method="wB97M-V/def2-TZVPD" lumo_ha=-0.13090 total_charge=+1 e_homo_ev=-14.4536
C 0.814 1.217 1.831 -0.385
N 0.723 2.131 0.904 -0.550
H -0.029 0.565 2.153 0.293
H 1.677 1.269 2.575 0.294
H 1.222 2.992 1.176 0.261
H 0.072 0.864 -0.243 0.143
C -0.821 -1.821 -0.139 -1.045
C -0.037 -0.984 -1.196 -0.301
N -0.238 0.507 -1.117 -0.123
H -0.813 -2.867 -0.407 0.369
H -1.840 -1.445 -0.101 0.350
H -0.337 -1.676 0.864 0.273
H -0.498 -1.345 -2.151 0.369
H 1.050 -1.305 -1.058 0.278
H -1.170 0.855 -1.273 0.386
H 0.227 1.043 -1.817 0.388



The most stable of them is B.



## A
16
Properties=species:S:1:pos:R:3:mulliken_charge:R:1 method="wB97M-V/def2-TZVPD" smiles=C[NH2+]CCN lumo_ha=-0.11399 total_charge=+1 e_homo_ev=-14.5807
C 1.145 0.392 1.573 -0.918
N 1.001 -0.208 0.219 -0.109
C 0.272 0.638 -0.763 -0.706
C -1.235 0.222 -0.742 -0.440
N -1.313 -1.244 -0.586 -0.598
H 1.389 -0.378 2.300 0.351
H 1.847 1.214 1.537 0.362
H 0.190 0.772 1.916 0.351
H 1.934 -0.404 -0.132 0.350
H 0.372 -1.058 0.248 0.483
H 0.677 0.399 -1.737 0.397
H 0.365 1.696 -0.578 0.311
H -1.694 0.507 -1.666 0.350
H -1.661 0.712 0.135 0.383
H -1.073 -1.696 -1.462 0.218
H -2.215 -1.563 -0.263 0.215



## B
16
Properties=species:S:1:pos:R:3:mulliken_charge:R:1 method="wB97M-V/def2-TZVPD" smiles=NCCC[NH3+] lumo_ha=-0.13829 total_charge=+1 e_homo_ev=-12.6278
N -2.368 0.543 -0.506 -0.507
C -0.950 0.547 -0.404 -0.802
C -0.360 -0.444 0.622 -0.309
C 1.028 -0.926 0.278 -0.689
N 1.959 0.275 0.006 -0.313
H -2.858 -0.150 -1.040 0.200
H -2.908 0.877 0.273 0.189
H -0.656 1.581 -0.218 0.347
H -0.571 0.292 -1.404 0.436
H -0.392 -0.009 1.619 0.348
H -1.002 -1.316 0.662 0.307
H 1.009 -1.447 -0.673 0.384
H 1.547 -1.503 1.039 0.369
H 2.741 -0.023 -0.576 0.361
H 1.443 0.996 -0.526 0.329
H 2.339 0.709 0.849 0.350



## C
16
Properties=species:S:1:pos:R:3:mulliken_charge:R:1 method="wB97M-V/def2-TZVPD" lumo_ha=-0.14048 total_charge=+1 e_homo_ev=-14.8542
C -1.919 -0.679 -1.613 -0.163
N -1.440 -0.987 -0.437 -0.475
H -1.424 0.182 -2.211 0.195
H -2.751 -1.212 -2.096 0.283
H -1.489 -1.982 -0.442 0.200
H -0.795 -0.133 0.707 0.332
C 2.212 0.062 -0.020 -0.903
C 1.075 1.025 0.505 -0.527
N -0.098 0.481 1.367 -0.313
H 1.731 -0.626 -0.769 0.255
H 2.947 0.602 -0.526 0.362
H 2.524 -0.512 0.958 0.283
H 1.624 1.822 1.143 0.383
H 0.656 1.558 -0.371 0.326
H 0.286 0.122 2.268 0.359
H -0.745 1.270 1.601 0.401



The most stable of them is A.



## A
16
Properties=species:S:1:pos:R:3:mulliken_charge:R:1 method="wB97M-V/def2-TZVPD" smiles=NCCC[NH3+] lumo_ha=-0.11782 total_charge=+1 e_homo_ev=-14.2292
N -0.884 -1.054 -0.937 -0.613
C 0.398 -0.466 -1.374 -0.494
C 0.889 0.555 -0.369 -0.772
C 0.661 0.184 1.076 -0.549
N -0.848 0.635 1.386 -0.367
H -1.008 -2.040 -0.786 0.210
H -1.612 -0.885 -1.628 0.231
H 0.546 -0.295 -2.431 0.464
H 1.026 -1.357 -1.239 0.325
H 1.909 0.953 -0.418 0.407
H 0.444 1.541 -0.561 0.365
H 1.205 0.790 1.793 0.373
H 0.530 -0.856 1.330 0.398
H -0.775 1.651 1.291 0.358
H -1.377 0.329 0.556 0.331
H -1.104 0.315 2.311 0.332



## B
16
Properties=species:S:1:pos:R:3:mulliken_charge:R:1 method="wB97M-V/def2-TZVPD" lumo_ha=-0.11887 total_charge=+1 e_homo_ev=-13.1404
C 2.156 1.512 0.363 -0.798
N 0.995 0.590 0.691 -0.313
H 3.069 1.092 0.786 0.320
H 1.908 2.447 0.872 0.375
H 2.259 1.659 -0.707 0.306
H 1.123 0.261 1.642 0.325
H 0.144 1.148 0.656 0.369
H 0.855 -0.107 -0.145 0.466
C -2.292 -1.309 0.399 -0.700
C -1.680 -0.592 -0.540 -0.083
N -0.373 -0.876 -1.069 -0.620
H -2.054 -2.364 0.552 0.232
H -3.267 -1.029 0.774 0.290
H -2.290 -0.005 -1.235 0.329
H -0.206 -1.878 -1.013 0.252
H -0.348 -0.548 -2.028 0.250



## C
16
Properties=species:S:1:pos:R:3:mulliken_charge:R:1 method="wB97M-V/def2-TZVPD" lumo_ha=-0.12121 total_charge=+1 e_homo_ev=-13.1574
C -1.877 1.427 -0.289 -0.834
N -0.634 1.001 0.456 -0.261
H -1.630 2.241 -0.977 0.362
H -2.275 0.557 -0.812 0.325
H -2.612 1.805 0.419 0.351
H -0.818 0.079 0.851 0.351
H -0.425 1.677 1.184 0.342
H 0.124 0.894 -0.252 0.432
C 0.841 -1.782 0.894 -0.921
C 1.037 -1.483 -0.382 0.036
N 1.598 -0.256 -0.803 -0.577
H 1.208 -1.170 1.706 0.339
H 0.405 -2.720 1.189 0.280
H 0.746 -2.107 -1.216 0.295
H 1.969 -0.283 -1.745 0.223
H 2.343 0.121 -0.221 0.255



## D
16
Properties=species:S:1:pos:R:3:mulliken_charge:R:1 method="wB97M-V/def2-TZVPD" smiles=NCCC[NH3+] lumo_ha=-0.12188 total_charge=+1 e_homo_ev=-13.8127
N 0.586 -1.473 0.822 -0.540
C -0.415 -0.434 1.181 -0.623
C -1.111 0.103 -0.065 -0.437
C -0.320 1.227 -0.703 -0.702
N 0.999 0.618 -1.112 -0.269
H 1.298 -1.569 1.522 0.207
H 0.205 -2.315 0.427 0.195
H -1.099 -0.723 1.966 0.369
H 0.240 0.293 1.644 0.393
H -2.124 0.388 0.190 0.310
H -1.207 -0.690 -0.816 0.354
H -0.769 1.622 -1.595 0.374
H -0.095 2.026 -0.003 0.371
H 1.726 1.229 -1.482 0.357
H 0.768 -0.136 -1.767 0.350
H 1.397 0.069 -0.376 0.292



The most stable of them is D.



## A
19
Properties=species:S:1:pos:R:3:mulliken_charge:R:1 method="wB97M-V/def2-TZVPD" smiles="C[C@H]1C=c2[nH][nH]c2=CC1" lumo_ha=0.04227 e_homo_ev=-7.6549
C 0.017 0.152 -2.531 -1.269
C -0.488 -0.137 -1.047 0.484
C 0.433 -1.105 -0.316 -1.034
C 0.683 -0.820 0.947 0.645
N 1.405 -1.305 2.111 -0.394
N 0.539 -0.423 2.961 -0.468
C 0.039 0.181 1.756 0.808
C -0.834 1.095 1.403 -1.211
C -0.733 1.237 -0.465 -0.746
H 0.451 -0.695 -3.017 0.380
H 0.638 1.055 -2.777 0.296
H -0.784 0.260 -3.269 0.364
H -1.325 -0.766 -1.074 0.215
H 0.750 -2.002 -0.933 0.252
H 1.349 -2.277 2.500 0.301
H 0.989 0.259 3.611 0.273
H -1.469 1.759 1.817 0.502
H -1.796 1.637 -0.878 0.287
H 0.135 1.895 -0.798 0.314



## B
19
Properties=species:S:1:pos:R:3:mulliken_charge:R:1 method="wB97M-V/def2-TZVPD" lumo_ha="-0.01876 / -0.01873" e_homo_ev="-7.9185 / -7.9189"
C 4.583 0.878 -0.436 -0.435
C 3.596 0.418 0.112 -0.220
C 2.459 -0.229 0.448 0.423
C 1.327 -0.729 0.568 -0.720
C -1.243 -2.075 0.340 -0.982
C -1.582 0.353 -1.273 -0.747
C -0.848 1.443 0.811 -0.745
N -0.933 -0.811 0.877 -0.329
N -1.175 0.269 0.140 0.516
H 5.422 1.322 -0.986 0.381
H -1.140 -2.748 1.237 0.305
H -2.332 -2.014 0.139 0.438
H -0.788 -2.436 -0.495 0.385
H -2.644 0.015 -1.353 0.309
H -1.529 1.448 -1.540 0.256
H -1.023 -0.441 -1.760 0.318
H 0.164 1.294 1.201 0.245
H -0.820 2.261 0.233 0.363
H -1.493 1.782 1.736 0.240



## C
19
Properties=species:S:1:pos:R:3:mulliken_charge:R:1 method="wB97M-V/def2-TZVPD" lumo_ha=0.03344 e_homo_ev=-9.3692
H -2.276 1.017 0.218 0.285
N -2.790 0.358 -0.351 -0.747
C -2.077 -0.563 -0.859 0.090
N -0.695 -0.760 -0.797 -0.294
C 0.175 -0.091 0.176 1.602
C -0.363 -0.177 1.585 -1.419
C 0.361 1.322 -0.179 -1.191
C 0.464 2.521 -0.366 -0.009
C 1.452 -0.819 0.006 -0.752
C 2.472 -0.442 -0.774 -0.731
H -2.481 -1.292 -1.573 0.388
H -0.517 -1.743 -0.882 0.342
H -1.390 0.152 1.708 0.340
H -0.283 -1.206 2.047 0.323
H 0.199 0.422 2.268 0.451
H 0.527 3.547 -0.615 0.491
H 1.483 -1.719 0.607 0.336
H 2.302 0.464 -1.319 0.233
H 3.440 -0.992 -0.899 0.263



## D
19
Properties=species:S:1:pos:R:3:mulliken_charge:R:1 method="wB97M-V/def2-TZVPD" lumo_ha="0.02561 / 0.02562" e_homo_ev="-7.0406 / -7.0424"
C 0.002 0.520 -0.305 -0.164
C -1.780 -1.581 -0.383 0.474
C -1.116 1.196 -0.177 0.950
C -0.796 -2.432 -0.379 -0.897
C 1.272 0.239 -0.423 -0.721
C -1.105 2.630 0.327 -1.037
C 2.009 -0.675 0.607 -0.655
N -2.402 0.709 -0.064 -0.798
N -2.598 -0.566 -0.396 0.092
H -0.353 -2.785 0.573 0.332
H -0.263 -2.660 -1.272 0.338
H 1.606 0.264 -1.385 0.344
H -2.132 3.110 0.405 0.310
H -0.514 3.299 -0.371 0.289
H -0.558 2.721 1.238 0.264
H 1.388 -1.670 0.711 0.020
H 1.959 -0.162 1.622 0.247
H 3.068 -0.938 0.375 0.312
H -3.611 -0.792 -0.384 0.298



The most stable of them is C.



## A
9
Properties=species:S:1:pos:R:3:mulliken_charge:R:1 method="wB97M-V/def2-TZVPD" lumo_ha=-0.01104 e_homo_ev=-8.9865
C 1.958 -0.910 -0.479 0.715
C -0.193 1.032 -0.189 -0.093
C -1.130 0.157 0.604 -0.841
O 1.646 -1.017 -1.582 -0.370
O 2.241 -0.780 0.614 -0.331
Cl -0.928 1.523 -1.587 -0.082
H -2.100 0.179 0.414 0.423
H -0.885 0.546 1.573 0.336
H -0.609 -0.731 0.631 0.243



## B
9
Properties=species:S:1:pos:R:3:mulliken_charge:R:1 method="wB97M-V/def2-TZVPD" smiles="C=C=O.O=CCl" lumo_ha=0.02015 e_homo_ev=-9.5759
C 0.101 -1.412 -0.610 -0.807
C -0.014 -2.062 0.481 0.757
O -0.062 -2.710 1.440 -0.345
H 0.385 -0.299 -0.581 0.171
H 0.011 -2.048 -1.522 0.231
O 0.801 1.858 2.347 -0.343
C 1.643 1.262 1.769 0.066
Cl 2.441 -0.170 2.291 -0.106
H 1.889 1.541 0.788 0.377



## C
9
Properties=species:S:1:pos:R:3:mulliken_charge:R:1 method="wB97M-V/def2-TZVPD" smiles="CC(=O)C(=O)Cl" lumo_ha=0.01014 e_homo_ev=-10.1456
C -0.095 -0.098 0.026 -0.938
C -1.396 -0.856 0.098 0.636
O -1.475 -2.031 0.356 -0.507
C -2.556 -0.115 -0.379 0.377
O -2.375 -0.162 -1.558 -0.364
Cl -3.905 0.516 0.439 -0.124
H -0.214 0.873 -0.446 0.337
H 0.637 -0.693 -0.516 0.285
H 0.269 0.033 1.046 0.298



The most stable of them is C.